1.
The following is a DFT calculation (wB97M-V/def2-TZVPD) of 10 unconnected molecules or ions with the total composition C56H96N10O5PS2.

Atoms and positions in Å:
1 C 4.89263 -2.82889 -0.48560
2 C 3.62393 -3.39021 -1.36544
3 C 2.75906 -2.11617 -2.01383
4 O 2.88207 -1.00525 -1.04859
5 C 1.96500 0.11536 -1.41193
6 P 1.76266 1.26611 0.14365
7 S 1.57546 -0.65382 1.16934
8 C -0.10612 1.58069 -0.09241
9 C -1.01694 1.42002 1.26120
10 C -2.18880 0.25454 1.15819
11 C -2.17750 -0.74018 2.49399
12 O -2.84235 -0.15692 3.66957
13 C -1.91931 0.62416 4.50752
14 C -0.45789 0.14030 5.07158
15 O -2.33217 1.86103 4.89019
16 C 3.70856 1.29013 0.19293
17 C 4.40538 0.87901 1.64835
18 C 6.05643 0.91514 1.81031
19 C 7.05041 1.35553 0.54535
20 C 6.30343 1.73806 -0.88709
21 C 4.64775 1.71648 -1.09053
22 O 1.94971 2.15806 1.66766
23 C 1.83698 3.63576 1.57975
24 S 0.34625 4.49812 2.31757
25 C 2.27033 3.94011 0.01729
26 C 1.84822 5.42167 -0.57364
27 C 2.49838 6.55154 0.47353
28 N 3.82560 6.90018 0.42459
29 O 1.98181 2.73648 -0.82899
30 H 4.49352 -2.63445 0.61624
31 H 5.78204 -3.62518 -0.48454
32 H 5.37845 -1.83660 -0.92447
33 H 3.92071 -4.17272 -2.19488
34 H 2.90394 -3.94615 -0.59866
35 H 3.21199 -1.85940 -3.07321
36 H 1.64957 -2.47460 -2.17719
37 H 2.30323 0.70181 -2.37177
38 H 0.93654 -0.40669 -1.69670
39 H 0.49903 -1.29538 0.51572
40 H -0.21548 2.70971 -0.45765
41 H -0.61282 0.93068 -0.94112
42 H -0.40207 1.17688 2.23213
43 H -1.60805 2.44620 1.40064
44 H -1.86509 -0.45414 0.25397
45 H -3.26179 0.68082 0.93083
46 H -2.83869 -1.68007 2.17414
47 H -1.10143 -1.15800 2.68588
48 H -0.49720 -0.57795 5.99747
49 H 0.21725 -0.39089 4.24317
50 H 0.16233 1.11302 5.37794
51 H 3.78970 0.55390 2.59816
52 H 6.49862 0.63599 2.86904
53 H 8.22340 1.39230 0.70074
54 H 7.01372 2.06348 -1.78414
55 H 4.16010 2.02615 -2.11563
56 H 2.73354 3.98997 2.27124
57 H 0.88947 5.67550 2.91387
58 H 3.44996 4.07497 0.13562
59 H 2.41131 5.61071 -1.60527
60 H 0.68215 5.57333 -0.66138
61 H 1.77030 7.03099 1.28724
62 H 4.30928 6.36546 -0.34817
63 C -6.19449 1.80668 7.07859
64 C -5.12653 0.84232 6.57242
65 C -5.71402 -0.44974 6.00135
66 C -6.49853 -1.17806 7.08050
67 N -7.14928 -1.78227 7.97575
68 H -6.76897 1.37615 7.90490
69 H -5.73080 2.72593 7.45037
70 H -6.89162 2.07610 6.27694
71 H -4.44176 0.60721 7.39644
72 H -4.53642 1.34124 5.79582
73 H -4.91063 -1.10023 5.64005
74 H -6.37846 -0.23065 5.15838
75 C -0.55087 -5.20390 -4.06289
76 C -1.07368 -6.02475 -2.88832
77 C -1.82936 -5.17942 -1.86117
78 C -0.90363 -4.11867 -1.28820
79 N -0.13566 -3.23874 -0.81285
80 H 0.17413 -4.45061 -3.73871
81 H -0.04376 -5.85280 -4.78402
82 H -1.37092 -4.69346 -4.58077
83 H -0.22865 -6.53008 -2.40481
84 H -1.74061 -6.80588 -3.26948
85 H -2.19505 -5.81477 -1.04772
86 H -2.69329 -4.69133 -2.32536
87 C 8.45774 1.74690 -5.32802
88 C 7.93005 0.54277 -6.10156
89 C 6.48880 0.72810 -6.58024
90 C 5.57213 0.92764 -5.38427
91 N 4.81168 1.09313 -4.39212
92 H 7.88363 1.92260 -4.41277
93 H 9.49835 1.58151 -5.03132
94 H 8.41762 2.65497 -5.94040
95 H 7.99853 -0.34659 -5.46316
96 H 8.57566 0.36686 -6.96904
97 H 6.16239 -0.15464 -7.14001
98 H 6.41206 1.59748 -7.24233
99 C -9.09346 1.16779 10.20937
100 C -7.84338 1.81700 10.79465
101 C -8.12556 2.60247 12.07688
102 C -9.11542 3.71916 11.78770
103 N -9.93654 4.64556 11.54778
104 H -9.83782 1.91510 9.91679
105 H -8.83926 0.59472 9.31202
106 H -9.55541 0.48457 10.93119
107 H -7.40267 2.48107 10.04100
108 H -7.10437 1.03684 11.00794
109 H -7.19745 3.03606 12.46380
110 H -8.54003 1.94404 12.84809
111 C -9.65784 -3.85923 5.91699
112 C -8.90399 -3.13747 4.80455
113 C -9.70019 -3.05818 3.50053
114 C -10.00358 -4.46029 2.99803
115 N -10.25521 -5.62344 2.58116
116 H -9.86323 -4.90210 5.65546
117 H -9.06331 -3.86646 6.83608
118 H -10.61121 -3.36278 6.13109
119 H -7.95221 -3.65351 4.62846
120 H -8.66283 -2.12250 5.13912
121 H -9.12359 -2.52081 2.74035
122 H -10.64130 -2.51959 3.65648
123 C 11.83740 4.69667 -4.01892
124 C 12.59125 5.41843 -5.13136
125 C 11.79505 5.49772 -6.43538
126 C 11.49166 4.09560 -6.93787
127 N 11.24003 2.93246 -7.35475
128 H 11.63201 3.65380 -4.28045
129 H 12.43193 4.68943 -3.09983
130 H 10.88403 5.19312 -3.80482
131 H 13.54303 4.90239 -5.30745
132 H 12.83241 6.43340 -4.79678
133 H 12.37165 6.03509 -7.19556
134 H 10.85394 6.03630 -6.27943
135 C 3.46572 -7.94131 -6.05593
136 C 2.93804 -9.14543 -6.82948
137 C 1.49678 -8.96010 -7.30815
138 C 0.58011 -8.76056 -6.11218
139 N -0.18034 -8.59507 -5.12004
140 H 2.89161 -7.76560 -5.14068
141 H 4.50633 -8.10669 -5.75924
142 H 3.42560 -7.03324 -6.66832
143 H 3.00651 -10.03479 -6.19107
144 H 3.58364 -9.32134 -7.69695
145 H 1.17037 -9.84284 -7.86792
146 H 1.42004 -8.09072 -7.97024
147 C -0.67399 7.95832 -3.66476
148 C 0.39396 6.99396 -4.17094
149 C -0.19353 5.70190 -4.74200
150 C -0.97803 4.97358 -3.66285
151 N -1.62879 4.36937 -2.76760
152 H -1.24848 7.52780 -2.83845
153 H -0.21031 8.87757 -3.29298
154 H -1.37113 8.22774 -4.46641
155 H 1.07874 6.75885 -3.34691
156 H 0.98407 7.49288 -4.94754
157 H 0.60986 5.05141 -5.10330
158 H -0.85797 5.92100 -5.58497
159 C -6.39914 -4.75551 -2.03593
160 C -7.04068 -3.83475 -1.00280
161 C -6.49750 -2.40566 -1.06060
162 C -5.00258 -2.41298 -0.78562
163 N -3.76245 -2.41905 -0.55746
164 H -5.32269 -4.86267 -1.86881
165 H -6.83772 -5.75671 -1.97686
166 H -6.55455 -4.37418 -3.05164
167 H -6.87662 -4.25489 -0.00291
168 H -8.12330 -3.81335 -1.16936
169 H -6.99775 -1.78301 -0.31149
170 H -6.68061 -1.96402 -2.04625

Forces on atoms 1 to 3 (eV/Å):
C 0.5 -0.2 -0.1
C -0.7 0.6 0.6
C 0.8 -1.0 0.2

Calculated values
- Frontier orbital gap: 0.2165 hartree
- Charge: -1
- HOMO energy: -4.3 eV


2.
The following is a DFT calculation (wB97M-V/def2-TZVPD) of a molecular structure, C59H56AsN3P3S5SbTeY.

Atoms and positions in Å:
1 Y 0.32371 -0.28096 -0.04791
2 S -4.68997 0.91893 -0.20795
3 Sb -2.89752 -0.24643 0.48252
4 S -1.65548 -1.19210 -1.35500
5 S -1.19935 1.18029 1.40009
6 S -3.16565 -1.94537 2.00440
7 Te 3.41009 3.29381 -3.05134
8 C 3.61605 2.77167 -5.09662
9 C 2.57440 2.92193 -6.00669
10 C 2.73758 2.46268 -7.30511
11 N 3.84957 1.88751 -7.75834
12 C 4.84809 1.76239 -6.88909
13 C 4.78288 2.17986 -5.56720
14 C 2.19047 1.80660 -2.36554
15 P 0.57340 2.07986 -1.72414
16 C 0.37369 3.79393 -1.13227
17 C 0.54824 4.05165 0.22446
18 C 0.46776 5.34454 0.71793
19 C 0.20676 6.39833 -0.14656
20 C 0.02039 6.15163 -1.49981
21 C 0.10161 4.85739 -1.98913
22 C -0.65033 2.00930 -3.08452
23 C -0.25820 1.63529 -4.36366
24 C -1.20414 1.47512 -5.36949
25 C -2.54878 1.67254 -5.09460
26 C -2.94541 2.03410 -3.81096
27 C -2.00238 2.20894 -2.81495
28 P 2.72079 0.26228 -1.71879
29 C 2.51488 -0.98885 -3.05931
30 C 2.11328 -2.28443 -2.76689
31 C 1.85325 -3.19650 -3.78707
32 C 2.00837 -2.82123 -5.10950
33 C 2.41895 -1.52722 -5.41551
34 C 2.65669 -0.62117 -4.39911
35 C 4.53547 0.26919 -1.49429
36 C 5.39732 -0.54075 -2.22545
37 C 6.77202 -0.46103 -2.03636
38 C 7.29895 0.42837 -1.11371
39 C 6.44470 1.23325 -0.37007
40 C 5.07799 1.14999 -0.56012
41 H 1.63374 3.36657 -5.70861
42 H 1.92563 2.56394 -8.01729
43 H 5.75075 1.28876 -7.26073
44 H 5.62560 2.01687 -4.90685
45 H 0.71221 3.22894 0.90795
46 H 0.58689 5.52288 1.77922
47 H 0.13615 7.40952 0.23423
48 H -0.19145 6.96895 -2.17712
49 H -0.05462 4.67001 -3.04466
50 H 0.79133 1.45087 -4.55695
51 H -0.88763 1.17962 -6.36322
52 H -3.28949 1.52482 -5.87027
53 H -3.99393 2.14868 -3.56658
54 H -2.34248 2.45906 -1.81445
55 H 1.97682 -2.60169 -1.73608
56 H 1.50751 -4.19058 -3.53717
57 H 1.79349 -3.52306 -5.90566
58 H 2.53724 -1.22087 -6.44745
59 H 2.94066 0.39328 -4.64022
60 H 5.00209 -1.23443 -2.95676
61 H 7.43006 -1.09389 -2.61858
62 H 8.37052 0.49507 -0.97263
63 H 6.84435 1.92915 0.35634
64 H 4.41858 1.79232 0.01458
65 C -2.68302 -4.50633 -0.68411
66 N -1.62544 -3.91410 0.09861
67 C -0.34417 -4.14409 -0.05316
68 S 0.80795 -3.17651 0.79010
69 N 0.04500 -5.14373 -0.87743
70 C 1.39939 -5.65721 -0.93256
71 H -3.55024 -3.85656 -0.58770
72 H -2.95096 -5.50575 -0.32744
73 H -2.40358 -4.54950 -1.73908
74 H -1.90527 -3.13921 0.72758
75 H -0.68210 -5.78832 -1.14579
76 H 2.10217 -4.82977 -0.90999
77 H 1.52379 -6.20342 -1.86699
78 H 1.62417 -6.31925 -0.09231
79 C 1.69010 -1.74811 3.78467
80 C 2.70339 -1.78733 4.92067
81 As 1.92480 -2.87370 6.36412
82 C 0.62272 -1.53301 6.92738
83 C -0.71274 -1.74790 6.60626
84 C -1.67215 -0.78555 6.90161
85 C -1.30091 0.38312 7.54601
86 C 0.03016 0.59661 7.88404
87 C 0.98890 -0.35134 7.56672
88 C 3.25357 -2.56409 7.76113
89 C 2.87862 -2.76002 9.08925
90 C 3.78986 -2.57869 10.11704
91 C 5.09657 -2.20598 9.83030
92 C 5.48165 -2.01799 8.51394
93 C 4.56465 -2.19476 7.48353
94 P 1.99658 -0.50409 2.48388
95 C 3.81074 -0.67258 2.23738
96 C 4.23765 -1.63853 1.32805
97 C 5.58647 -1.91958 1.16914
98 C 6.53098 -1.23866 1.91978
99 C 6.11838 -0.27185 2.82794
100 C 4.77065 0.00741 2.98466
101 C 1.86942 1.11379 3.30795
102 C 2.47846 2.21805 2.71183
103 C 2.29644 3.49067 3.22521
104 C 1.48139 3.68126 4.33385
105 C 0.85411 2.59329 4.91857
106 C 1.04387 1.31656 4.40891
107 H 0.67302 -1.56579 4.15010
108 H 1.63767 -2.70346 3.25953
109 H 2.95128 -0.79309 5.30279
110 H 3.63473 -2.25226 4.59216
111 H -1.00967 -2.65719 6.09636
112 H -2.70376 -0.94997 6.62054
113 H -2.04682 1.13265 7.77687
114 H 0.32507 1.51283 8.38070
115 H 2.02798 -0.16898 7.81742
116 H 1.86006 -3.04615 9.32809
117 H 3.47958 -2.72798 11.14304
118 H 5.80832 -2.06123 10.63247
119 H 6.49734 -1.72648 8.27966
120 H 4.88811 -2.03391 6.46269
121 H 3.51022 -2.17474 0.72620
122 H 5.89513 -2.65915 0.44127
123 H 7.58460 -1.44792 1.78836
124 H 6.84880 0.27261 3.41258
125 H 4.46484 0.76131 3.69929
126 H 3.09829 2.08953 1.82983
127 H 2.77812 4.33320 2.74558
128 H 1.32524 4.67726 4.72730
129 H 0.19807 2.73166 5.76721
130 H 0.52585 0.48541 4.86968

Forces on atoms 1 to 3 (eV/Å):
Y 0.3 -0.3 0.2
S -0.1 0.1 -0.1
Sb -0.3 -0.1 0.2

Calculated values
- Frontier orbital gap: 0.2527 hartree
- Charge: -1
- Relative energy (zero: lowest compared OMol25 entry of this formula, charge and spin): 0.00 kcal/mol
- HOMO energy: -4.9 eV


no.,DFT total energy (eV)
1,-115703.275
2,-224325.166